[1]
Entry from the OMol25 dataset: C40H50AlClNO2Se as an isolated structure (wB97M-V/def2-TZVPD).

Geometry as XYZ:
```
96
Properties=species:S:1:pos:R:3:mulliken_charge:R:1
Al 0.7558 1.9557 0.3085 -1.665
C -4.9048 -1.7516 4.1996 -1.676
C -3.8260 -2.5151 3.4189 2.035
C -4.5022 -3.5216 2.4773 -1.565
C -2.9766 -3.2965 4.4212 -2.119
C -2.9890 -1.5337 2.6004 -0.265
C -1.6219 -1.3952 2.7483 -0.100
C -0.9094 -0.4837 1.9758 -0.483
Se 0.9850 -0.3299 2.2344 0.087
C 1.5592 -1.2429 0.6459 -0.073
C 1.5692 -2.6273 0.6286 -0.334
C 2.0214 -3.3251 -0.4802 -0.766
C 2.5012 -2.5696 -1.5477 0.064
C 2.5150 -1.1788 -1.5731 -0.850
C 1.9933 -0.4828 -0.4574 0.674
O 1.9374 0.8433 -0.4402 0.095
C 3.1022 -0.4176 -2.7660 2.721
C 4.2571 0.4790 -2.2942 -1.547
C 2.0229 0.4453 -3.4321 -1.507
C 3.6606 -1.3621 -3.8343 -2.484
C 1.9860 -4.8533 -0.4851 2.210
C 2.8315 -5.3951 0.6759 -1.700
C 2.5328 -5.4423 -1.7859 -2.186
C 0.5360 -5.3293 -0.3172 -1.644
C -1.5305 0.3217 1.0179 0.060
O -0.8443 1.1896 0.2852 0.592
C -2.9276 0.1693 0.8292 -0.573
C -3.6027 -0.7387 1.6292 -0.210
C -3.6478 0.9491 -0.2716 2.690
C -3.3957 2.4585 -0.1483 -1.477
C -5.1676 0.7484 -0.2329 -2.484
C -3.1511 0.4184 -1.6260 -1.336
H -5.5164 -2.4453 4.7832 0.466
H -5.5663 -1.1994 3.5307 0.304
H -4.4471 -1.0345 4.8835 0.359
H -5.1067 -4.2330 3.0471 0.460
H -3.7531 -4.0791 1.9116 0.310
H -5.1558 -3.0200 1.7621 0.306
H -3.6146 -3.9772 4.9894 0.442
H -2.4802 -2.6306 5.1295 0.389
H -2.2128 -3.8937 3.9193 0.333
H -1.0720 -1.9841 3.4697 0.489
H 1.2096 -3.1525 1.5062 0.462
H 2.8863 -3.0936 -2.4086 0.477
H 3.9165 1.2055 -1.5596 0.050
H 4.6785 1.0185 -3.1467 0.467
H 5.0502 -0.1257 -1.8472 0.375
H 1.6573 1.2066 -2.7512 0.117
H 1.1818 -0.1729 -3.7566 0.275
H 2.4352 0.9500 -4.3106 0.493
H 4.4592 -1.9962 -3.4421 0.452
H 4.0784 -0.7643 -4.6469 0.456
H 2.8847 -2.0027 -4.2598 0.433
H 3.8706 -5.0754 0.5751 0.372
H 2.8056 -6.4883 0.6907 0.449
H 2.4636 -5.0358 1.6376 0.316
H 3.5749 -5.1596 -1.9485 0.415
H 1.9502 -5.1165 -2.6499 0.405
H 2.4845 -6.5327 -1.7409 0.438
H 0.1037 -4.9649 0.6157 0.325
H 0.4899 -6.4220 -0.3099 0.445
H -0.0850 -4.9614 -1.1362 0.352
H -4.6705 -0.8429 1.4934 0.335
H -3.8441 2.8348 0.7745 0.311
H -3.8655 2.9772 -0.9877 0.486
H -2.3369 2.7068 -0.1417 0.097
H -5.5907 1.0627 0.7233 0.430
H -5.4563 -0.2887 -0.4189 0.395
H -5.6201 1.3582 -1.0180 0.474
H -2.0665 0.4227 -1.6808 -0.011
H -3.5474 1.0219 -2.4477 0.402
H -3.4859 -0.6132 -1.7631 0.362
C -0.7610 3.7536 -3.0643 -1.429
C -0.2956 5.0969 -3.0362 -0.483
C 0.5373 5.5025 -2.0539 -1.532
C 0.9977 4.6134 -1.0052 0.910
N 0.5073 3.3036 -1.0585 1.049
C -0.3289 2.9420 -2.0677 0.104
C 1.8907 5.0249 -0.0305 0.783
C 2.2385 6.4103 0.1075 -1.005
C 3.1277 6.8870 1.0045 -0.880
C 3.7907 5.9669 1.9090 -0.489
C 3.5210 4.6617 1.8714 -1.002
C 2.5372 4.0258 0.9224 1.349
H -1.4273 3.3809 -3.8281 0.486
H -0.5938 5.7969 -3.8084 0.380
H 0.9054 6.5149 -2.0725 0.240
H -0.6626 1.9174 -2.0240 0.424
H 1.7326 7.1359 -0.5144 0.222
H 3.3213 7.9495 1.0753 0.361
H 4.5001 6.3516 2.6340 0.349
H 4.0031 3.9813 2.5674 0.317
Cl 0.2890 4.1254 2.5487 -0.338
C 1.5381 3.1260 1.6718 -0.205
H 2.0664 2.5926 2.4627 0.722
H 3.1086 3.2943 0.3147 -0.227
```

Values from the calculation:
E_HOMO ... -3.124 eV
Charge ... -1
ΔE to the lowest compared entry with this formula, charge and spin ... 0.261 eV
LUMO energy ... 2.3 eV

---

[2]
Entry from the OMol25 dataset: C16H11BrF2NO4S2 as an isolated structure at a distorted geometry (wB97M-V/def2-TZVPD).

Geometry as XYZ:
```
37
Properties=species:S:1:pos:R:3:mulliken_charge:R:1
Br -1.7303 0.6425 -1.3170 -0.021
C -0.2246 1.2830 -2.5377 -0.605
S -0.5646 3.1393 -2.8433 1.193
C -0.7839 3.6100 -1.0887 0.103
C -2.1167 3.8031 -0.7128 -0.009
C -2.3965 4.3291 0.5427 -0.696
C -1.3366 4.5837 1.4254 -0.275
C -0.0134 4.2959 1.0818 -0.710
C 0.2640 3.7560 -0.1804 -0.230
O 0.5712 3.8354 -3.4506 -0.632
O -1.7996 3.1186 -3.5705 -0.646
H -0.5977 0.6195 -3.4126 0.670
H -2.9187 3.5645 -1.4134 0.422
H -3.4362 4.5353 0.8097 0.357
H -1.5518 4.9885 2.4112 0.350
H 0.8142 4.5056 1.7711 0.355
H 1.2938 3.4979 -0.4276 0.299
F 2.0022 -0.6618 -3.9051 -0.265
C 1.6906 -0.4202 -2.5963 0.760
F 2.6788 -0.8322 -1.7674 -0.219
S 1.4681 1.4462 -2.4612 -0.103
N 0.5592 -1.6601 -0.0468 -0.091
C 1.2850 -1.7795 1.1577 -0.008
O 2.0840 -0.9491 1.6296 -0.745
C 0.9633 -3.0751 1.8282 0.333
C 0.0423 -3.6745 1.0633 0.266
C -0.5464 -4.9033 1.3808 -0.380
C -0.0148 -5.5713 2.5156 -0.381
C 1.0325 -4.9641 3.2931 -0.363
C 1.5359 -3.6672 2.9751 -0.406
C -0.1678 -2.8209 -0.1364 0.103
O -0.8943 -3.1732 -1.0914 -0.765
H 0.7805 -0.9358 -2.1389 -0.145
H -1.3386 -5.2750 0.7185 0.430
H -0.4260 -6.5614 2.7957 0.327
H 1.4502 -5.4913 4.1692 0.326
H 2.3429 -3.1382 3.5292 0.402
```

Values from the calculation:
E_HOMO ... -5.169 eV
Charge ... -1
ΔE to the lowest compared entry with this formula, charge and spin ... 0.000 eV
LUMO energy ... 2.6 eV

---

[3]
Entry from the OMol25 dataset: a 3-piece molecular cluster, C12H24ClN2O6PS overall (wB97M-V/def2-TZVPD).

Geometry as XYZ:
```
47
Properties=species:S:1:pos:R:3:mulliken_charge:R:1
N 2.4459 -0.0742 3.1426 -0.472
C 2.5920 1.0236 2.8443 0.526
O 2.7633 2.2684 2.5122 -0.190
N 2.3465 3.1197 3.6123 -0.289
C 1.8548 4.3556 3.0795 0.015
Cl 2.7711 4.9638 1.6617 -0.186
C 0.3618 4.3306 2.6973 -0.672
O -0.4180 3.5335 3.5607 -0.369
C -0.4767 2.1596 3.2563 0.343
P -1.3118 1.7837 1.6538 0.215
S -0.1258 1.4257 0.1502 -0.307
H 3.2016 3.2813 4.1399 0.332
H 2.0497 5.1031 3.8545 0.413
H 0.2608 4.0436 1.6423 0.273
H -0.0208 5.3509 2.8123 0.328
H -1.0088 1.6716 4.0803 0.434
H 0.5129 1.6927 3.1605 -0.458
H -2.1632 2.8884 1.4969 0.056
H -2.1983 0.7495 1.9970 0.067
C -2.3900 -0.2913 -4.4247 -0.968
C -1.2156 0.6263 -4.6905 -0.416
O -0.3441 0.7280 -3.5595 -0.342
C 0.6095 -0.1860 -3.2851 0.787
C 0.7188 -1.4398 -4.1231 -1.080
O 1.3222 0.0035 -2.3367 -0.518
H -2.0686 -1.3166 -4.2395 0.271
H -3.0642 -0.2945 -5.2819 0.377
H -2.9403 0.0516 -3.5489 0.272
H -0.6578 0.3328 -5.5809 0.373
H -1.5603 1.6470 -4.8504 0.333
H 0.1986 -2.2401 -3.5951 0.233
H 1.7713 -1.7034 -4.1880 0.355
H 0.3065 -1.3614 -5.1242 0.357
C 1.0580 -2.6063 -0.1603 -0.792
C -0.3072 -2.2027 0.3502 0.121
O -1.3589 -3.0391 -0.1638 -0.374
C -1.6657 -4.2373 0.3668 0.686
C -0.7963 -4.8251 1.4566 -0.876
O -2.6112 -4.8361 -0.0738 -0.596
H 1.3380 -3.6098 0.1640 0.366
H 1.8054 -1.9017 0.2043 0.264
H 1.0721 -2.5787 -1.2496 0.107
H -0.3424 -2.1756 1.4406 0.315
H -0.5460 -1.2043 -0.0067 -0.167
H -0.1086 -5.5316 0.9914 0.248
H -1.4426 -5.3783 2.1332 0.305
H -0.2178 -4.1008 2.0211 0.300
```

Values from the calculation:
E_HOMO ... -8.730 eV
Charge ... 0
SMILES string ... N#CON[C@@H](Cl)COC[PH2]=S.CCOC(C)=O.CCOC(C)=O
LUMO energy ... 0.4 eV